[1]
102
Properties=species:S:1:pos:R:3:forces:R:3:mulliken_charge:R:1 method="wB97M-V/def2-TZVPD" orbital_gap_ev="8.36 / 8.82" e_tot_ha=-5696.085243 multiplicity=5 relative_energy_kcal_mol=0.0 total_charge=+1 homo_energy_ha="-0.3626 / -0.3795" largest_force_ha_per_bohr=0.03446
Cr -0.2339 -0.1396 -0.0780 -0.264 0.767 -1.575 1.78
S -2.0217 -2.8786 -1.8302 -0.265 -0.640 -0.228 1.16
S -0.9515 2.4224 2.2718 0.122 0.563 -0.897 1.28
S 1.7011 -1.0064 -2.9514 0.236 0.455 -0.821 1.04
S 0.5200 -2.2915 2.5800 0.118 -1.328 0.149 1.44
S -3.2621 -1.1557 1.4431 -0.701 0.047 0.790 0.71
S 2.9337 0.9397 1.4139 0.489 0.007 -0.225 1.24
O 3.1270 -0.3015 -2.8976 -0.027 -0.326 0.327 0.04
O 3.0224 2.5163 1.5311 0.001 -0.399 0.008 0.02
O -0.9025 -2.2973 -1.1660 -0.103 -0.117 0.132 -0.63
O 1.9101 0.7085 0.4441 0.114 0.191 0.005 -0.48
O 2.0602 -2.5512 2.7756 -0.308 0.248 -0.136 0.13
O -3.3999 -2.5411 1.7667 0.018 -0.208 -0.196 -0.81
O 0.0645 3.5808 1.9237 -0.414 -0.175 0.345 -0.43
O -0.9454 1.1538 -1.4934 1.117 -0.744 0.563 -0.26
O -1.0327 2.3281 3.6804 0.032 0.071 0.414 -0.71
O -1.5949 -2.9367 -3.3555 -0.572 0.076 0.556 -0.14
O -0.5294 1.2848 1.5055 -0.250 0.004 0.592 -0.71
O 2.8657 0.3521 2.7108 -0.029 0.027 0.140 -0.86
O 1.1956 -0.8676 -1.6285 0.091 0.018 0.344 -1.11
O -3.2658 -0.3208 2.7826 0.478 -0.367 -0.387 0.50
O 1.8246 -2.2994 -3.5394 0.035 -0.211 0.053 -0.79
O -3.3343 -2.3202 -1.7256 -0.051 0.211 0.179 -0.76
O -0.0895 -1.7805 3.7587 0.103 0.339 0.073 -0.80
O -2.1003 -0.7196 0.7423 -0.788 0.020 -0.012 0.09
O 0.4152 -1.6097 1.3256 0.267 0.417 -0.279 -0.25
C -1.9279 1.8684 -2.1414 -0.598 0.155 0.936 0.81
C 0.1948 3.9552 0.5324 0.158 0.649 -0.779 1.10
C 3.9035 4.5573 2.4192 -0.144 0.565 -0.467 -1.26
C 0.0469 5.4670 0.4490 0.317 -0.297 0.601 -1.44
C -2.2525 -2.4566 -5.5726 0.140 0.574 -0.786 -1.26
C -2.4810 3.0389 1.5873 0.321 -0.401 -0.040 -0.15
C -2.8713 0.9528 -2.9246 0.355 0.805 -0.537 -0.78
C 3.8768 -3.4987 3.9777 -0.089 0.226 -0.743 -1.21
C -0.0726 -3.9454 2.2917 -0.555 1.031 -0.489 -0.99
C -4.7135 -0.5608 0.6239 0.467 0.233 -0.587 -1.15
C 4.4650 0.5023 0.6315 -0.181 0.138 -0.568 -1.27
C -2.6322 -3.2161 -4.3323 -0.053 -0.115 -0.643 -0.26
C -3.7907 0.1150 5.0485 -0.288 -0.188 -0.280 -1.13
C 2.5377 -2.8106 4.1227 0.218 0.072 0.489 -0.19
C 5.4520 -0.0902 -3.3589 -0.135 -0.625 -0.048 -1.15
C -1.3394 2.9672 -3.0144 0.510 -0.091 -1.051 -1.41
C -2.0844 -4.5967 -1.3989 0.348 -0.073 -0.438 -1.33
C 0.8604 0.0901 -4.0587 0.057 -0.287 0.704 -0.36
C 3.8863 3.0475 2.5513 0.134 1.208 0.699 -0.17
C -4.2227 -0.6683 3.8251 -0.230 0.881 0.127 -0.35
C 4.1646 -0.7526 -3.8011 0.243 0.258 -0.549 -0.27
H -0.1723 -0.2351 -4.1530 0.019 -0.099 0.013 -0.21
H 4.4317 0.9293 -0.3708 -0.049 0.112 0.048 0.31
H -0.8524 2.5355 -3.9009 0.310 -0.156 0.302 0.30
H 0.9072 5.9435 0.9212 0.068 0.115 -0.253 0.34
H -2.8858 -2.7339 -6.4171 0.020 -0.199 0.071 0.43
H 6.3018 -0.4867 -3.9154 -0.127 0.001 -0.205 0.42
H 3.8823 -0.4365 -4.8084 0.051 -0.128 -0.040 0.29
H -3.6328 -2.9366 -4.0059 0.222 0.322 0.407 0.33
H -4.5597 0.0369 5.8168 0.037 -0.073 0.044 0.45
H -2.3603 -1.3722 -5.4852 -0.251 -0.072 0.440 0.23
H -0.5324 3.4969 -0.1411 -0.127 -0.418 0.474 -0.67
H 0.8896 1.0476 -3.5429 -0.057 0.144 -0.286 0.02
H 4.6132 -2.7823 3.6123 0.109 -0.001 0.231 0.27
H -4.4984 0.4562 0.2945 -0.022 0.084 0.255 0.26
H 3.0286 5.0478 2.8478 -0.128 -0.323 0.084 0.26
H 4.2539 -1.8364 -3.7760 -0.191 0.005 0.087 0.34
H -4.2732 -1.7357 4.0218 0.177 -0.076 -0.332 0.34
H 5.4138 0.9844 -3.5160 0.040 0.061 0.380 0.30
H 3.9305 4.8784 1.3756 0.238 -0.139 -0.018 0.30
H -3.4576 1.5482 -3.6325 -0.295 -0.052 0.215 0.49
H 4.2158 -3.9677 4.8968 -0.032 0.093 0.072 0.39
H -2.9025 -5.1008 -1.9089 -0.070 0.185 -0.081 0.38
H 1.1686 3.6118 0.1876 0.033 -0.003 0.137 0.23
H 1.3856 0.0469 -5.0087 -0.004 0.170 -0.027 0.60
H -0.8100 5.7873 1.0430 -0.195 -0.006 -0.269 0.29
H -4.8468 -1.1395 -0.2884 -0.050 -0.276 0.186 0.25
H 2.6093 -1.8463 4.6229 0.015 -0.032 0.032 0.22
H -5.1673 -0.2865 3.4324 -0.267 -0.283 0.356 0.27
H 4.9015 2.6641 2.4470 -0.100 -0.231 -0.070 0.34
H -3.6911 1.1642 4.7768 0.195 0.025 0.136 0.22
H 4.4724 -0.5788 0.5059 0.000 -0.041 0.295 0.46
H 0.1398 -4.1429 1.2430 0.396 -0.372 0.149 0.23
H 0.3492 -4.6303 3.0173 -0.018 -0.116 -0.071 0.49
H -2.5174 4.1165 1.7147 -0.087 -0.006 0.185 0.44
H 3.7937 -4.2468 3.1870 -0.005 -0.223 0.218 0.29
H -1.1582 -3.8469 2.3597 0.002 -0.205 0.288 0.30
H -1.2106 -2.5807 -5.8718 -0.029 -0.480 0.128 0.30
H 3.5035 2.8577 3.5538 -0.043 -0.707 -0.177 0.21
H -2.1871 -4.7455 -0.3277 0.037 0.297 0.055 0.36
H -5.5774 -0.5968 1.2789 0.016 -0.144 0.030 0.52
H 5.6137 -0.4078 -2.3279 0.115 0.539 0.140 0.23
H 1.8238 -3.4234 4.6766 -0.082 -0.040 -0.181 0.42
H -2.8521 -0.2840 5.4251 0.068 0.171 0.048 0.27
H 4.7677 4.9827 2.9292 0.074 -0.146 -0.018 0.42
H -0.5999 3.5409 -2.4546 0.031 -0.009 -0.044 0.20
H -3.5216 0.3787 -2.2699 0.102 -0.235 -0.111 0.06
H -2.5307 2.4223 -1.3824 -0.254 -0.138 -0.183 -0.24
H -2.0335 3.6596 -3.4999 -0.413 -0.028 0.585 0.33
H -2.4928 2.7805 0.5300 -0.046 -0.003 0.040 -0.42
H -2.2373 0.3269 -3.5587 -0.142 -0.378 0.241 -0.21
H -0.0609 5.7752 -0.5885 0.050 0.137 0.031 0.35
H -3.2861 2.5294 2.1109 -0.018 0.061 0.054 0.28
H -2.6772 -4.2942 -4.5017 0.343 -0.009 -0.044 0.34
H -1.1341 -4.9778 -1.7728 -0.010 -0.223 0.225 0.40
H 5.3458 0.8676 1.1503 -0.102 -0.114 0.265 0.48


[2]
112
Properties=species:S:1:pos:R:3:forces:R:3:mulliken_charge:R:1 method="wB97M-V/def2-TZVPD" orbital_gap_ev=10.13 e_tot_ha=-8036.103884 multiplicity=1 relative_energy_kcal_mol=120.4 total_charge=-1 homo_energy_ha=-0.3158 largest_force_ha_per_bohr=0.07448
As -2.8231 -5.4981 -2.8283 0.480 -0.808 1.138 2.19
S -5.9276 -6.7311 -7.5732 -0.089 -0.626 0.500 1.24
S -8.4147 -3.1285 -4.1158 -1.415 1.742 -0.169 1.25
S -5.1241 -0.5782 -1.2397 1.633 -0.483 -1.648 1.19
S -2.2396 -11.3201 -3.6063 0.048 2.689 0.370 1.15
S 3.1141 -10.2201 -4.8557 0.180 -2.310 -0.027 1.11
S -0.6520 -6.8676 1.6796 -0.253 0.534 -0.462 1.18
S -3.6837 -2.3579 -7.0562 1.112 -1.292 0.581 0.99
F -3.2901 -6.8832 -3.7382 -0.175 -0.232 -0.626 -0.48
F -1.3390 -5.3230 -3.8597 -1.250 0.149 1.113 -0.58
F -3.7022 -4.5197 -3.9944 0.430 0.130 0.954 -0.36
F -4.2623 -5.7695 -1.7782 1.287 0.987 -1.047 -0.46
F -2.3095 -4.0725 -1.7930 -0.640 -1.546 -1.419 -0.66
F -1.9666 -6.6822 -1.8020 0.060 1.484 -0.363 -0.49
O -4.6375 -1.9991 -6.0064 0.903 -0.384 -1.620 -0.54
O -9.3886 -4.0242 -3.4509 2.361 1.684 -1.707 -0.67
O -6.8680 -5.9828 -6.7532 1.157 -1.341 -0.855 -0.54
O -6.3784 -8.3588 -7.4651 0.533 2.175 -0.476 -0.37
O -4.2717 -0.2244 -0.1161 -1.167 -0.649 -0.552 -0.64
O -2.7554 -11.4898 -4.9694 0.488 -1.234 2.459 -0.58
O -5.9673 -1.9857 -0.9546 0.091 2.376 -1.445 -0.32
O 0.0281 -7.5047 2.8052 -1.110 1.085 -1.460 -0.67
O 3.9388 -10.9753 -3.8870 -1.718 1.798 -1.297 -0.62
O -5.9721 0.4410 -1.8282 0.337 -1.633 1.030 -0.63
O 2.0407 -9.1841 -4.0772 1.490 -2.470 -2.101 -0.19
O -0.9346 -12.3324 -3.3680 -1.822 1.358 -2.446 -0.28
O -3.0817 -11.2015 -2.3940 1.432 -1.409 -2.444 -0.60
O -8.5929 -3.3637 -5.7934 0.036 0.438 1.968 -0.33
O -5.7626 -6.3360 -8.9618 -0.046 -0.775 1.273 -0.68
O -8.4808 -1.6685 -3.8633 -0.003 -2.736 -0.520 -0.63
O -3.8860 -3.5773 -7.8841 0.415 3.473 1.560 -0.60
O -0.9454 -5.2769 2.1095 0.368 -1.955 0.115 -0.42
O -1.8675 -7.4591 1.0962 2.479 1.214 1.172 -0.55
O 2.3490 -11.0044 -5.8445 1.162 2.199 2.061 -0.60
O -3.4115 -1.0125 -7.9978 -0.758 -2.475 -0.357 -0.31
C -1.8173 -4.5381 1.2219 -0.861 0.094 0.712 0.65
C -0.3369 -12.3928 -2.1131 0.887 0.375 0.841 -0.05
C -0.8741 -13.5637 -1.4572 -1.194 -1.621 2.048 -1.36
C -6.3212 -4.1000 0.1609 -0.246 0.369 0.234 -1.52
C -5.2159 -10.4204 -7.1638 -0.398 -0.389 -0.133 -0.95
C -1.9542 -2.4231 -6.2578 -2.116 -0.320 -1.576 -0.68
C 0.6670 -6.5313 0.3859 -0.982 -0.677 0.767 -0.74
C -3.4801 1.3659 -8.3488 0.681 -0.493 0.300 -1.38
C 2.4100 -8.6083 -2.8419 -0.857 1.811 0.606 -0.33
C -1.8724 -3.0606 1.6564 0.654 -0.709 -0.712 -0.96
C -6.7075 -3.6490 -3.9020 -0.681 -0.745 -0.159 0.58
C -1.3906 -9.7392 -3.7601 0.402 -0.889 0.188 -0.37
C -4.2783 -6.8200 -6.7584 -0.731 1.013 -0.558 -0.47
C -5.3504 -2.9190 -0.1089 -0.182 -1.602 2.045 0.32
C -8.2053 -2.9516 -8.1313 -0.645 -0.510 0.685 -1.11
C 4.2434 -9.0839 -5.7266 -0.828 0.306 0.112 -0.92
C -4.0217 -1.2056 -2.6259 -0.859 0.874 1.068 -0.34
C -8.2156 -2.3172 -6.7141 0.530 0.123 -1.443 0.32
C 1.9056 -7.1436 -2.9593 1.063 -0.255 0.679 -0.88
C -3.5222 0.2249 -7.3282 -0.107 1.083 0.108 0.10
C -5.5366 -9.3218 -8.1636 -0.067 0.226 0.427 -0.30
H -1.8419 -1.4418 -5.7968 0.184 -0.428 0.250 0.31
H -1.3111 -2.5732 -7.1249 0.147 0.116 0.212 0.40
H -4.4646 0.2615 -6.7818 0.168 -0.026 0.187 0.24
H -3.3933 -2.0433 -2.3232 -0.463 -0.173 0.096 -0.04
H -4.4082 -3.3593 -0.4354 0.154 0.476 -0.620 -0.19
H -4.7003 -10.1299 -6.2484 0.319 0.387 -0.373 0.15
H -6.3725 -3.6251 -2.8651 -0.457 0.274 0.010 -0.25
H 4.8732 -8.5759 -4.9963 -0.260 0.022 0.048 0.30
H -3.3542 -0.3781 -2.8659 -0.213 0.164 0.011 0.50
H 0.8220 -7.0726 -3.0528 0.058 -0.188 -0.142 0.11
H -1.0578 -2.6029 1.0951 -0.231 0.764 0.320 0.34
H -1.7666 -2.8859 2.7271 0.256 -0.382 -0.026 0.34
H -0.8895 -9.4799 -2.8274 -0.252 0.077 0.035 0.15
H 3.4638 -8.7374 -2.5951 0.078 0.200 -0.304 0.55
H -6.2999 -4.9338 -0.5408 0.076 0.483 -0.482 0.24
H -4.6608 -8.8483 -8.6073 0.178 0.158 0.347 0.31
H -2.6612 0.2788 -6.6619 -0.168 0.402 0.345 0.22
H -1.9295 -13.3768 -1.2591 -0.053 -0.063 0.399 0.30
H -5.1799 -2.3690 0.8166 0.219 -0.351 0.257 0.59
H -9.2314 -3.1205 -8.4580 -0.150 -0.054 0.083 0.37
H -0.3209 -13.6896 -0.5264 -0.282 -0.198 0.334 0.38
H 4.8852 -9.5524 -6.4728 -0.274 -0.659 0.351 0.38
H -0.5082 -11.5199 -1.4832 -0.353 0.287 -0.195 0.28
H -6.0602 -3.0374 -4.5304 -0.258 -0.123 -0.078 -0.49
H 0.7487 -12.4883 -2.1325 0.165 0.217 -1.067 0.34
H -4.6701 -11.2270 -7.6533 0.178 0.036 0.050 0.35
H -7.2291 -1.8891 -6.5357 0.163 -0.366 0.542 -0.08
H 0.8411 -7.4867 -0.1091 -0.116 0.053 -0.005 0.14
H -6.1441 -10.8561 -6.7940 -0.190 -0.016 -0.190 0.32
H 3.5956 -8.3992 -6.2739 0.053 0.192 0.204 0.30
H -2.4843 1.4516 -8.7838 -0.004 -0.293 -0.267 0.33
H -8.8869 -1.4593 -6.7520 -0.414 -0.224 0.635 0.28
H -4.7160 -1.3945 -3.4446 0.281 -0.221 0.022 -0.03
H 2.1939 -6.6236 -2.0457 -0.094 0.088 0.142 0.37
H -4.2121 1.1877 -9.1365 -0.038 0.290 0.121 0.34
H -0.8691 -14.5274 -1.9663 0.533 0.282 -0.520 0.32
H -3.5513 -7.1500 -7.5004 -0.181 -0.489 0.240 0.46
H -7.3338 -3.7108 0.2682 -0.093 -0.015 -0.260 0.41
H -1.9717 -3.3112 -5.6262 0.083 0.336 0.316 0.02
H -6.1309 -4.6010 1.1100 0.469 0.328 0.216 0.43
H -2.8522 -2.6595 1.3970 0.251 0.177 -0.375 0.00
H -4.3097 -7.3228 -5.7918 -0.123 -0.288 -0.397 0.24
H -7.7425 -3.9373 -8.0836 0.241 0.130 -0.072 0.12
H -6.7434 -4.6904 -4.2217 0.370 0.016 -0.197 0.33
H -2.1294 -8.9927 -4.0517 0.094 -0.083 0.115 0.03
H -2.8410 -4.8987 1.3220 0.159 -0.623 -0.188 0.27
H -3.6001 2.3179 -7.8318 -0.529 -0.058 -0.015 0.39
H -0.6352 -9.9314 -4.5220 -0.111 0.298 -0.116 0.27
H 2.3987 -6.5993 -3.7648 -0.113 -0.182 -0.195 0.38
H -4.0076 -5.7826 -6.5620 -0.256 0.142 0.002 -0.13
H -7.7532 -2.3540 -8.9229 0.307 0.234 0.388 0.37
H -1.4593 -4.7048 0.2060 -0.314 0.404 0.015 -0.32
H -6.0859 -9.6859 -9.0318 -0.275 -0.163 0.184 0.33
H 1.8450 -9.0451 -2.0184 -0.034 -0.530 -0.148 0.11
H 1.5716 -6.2256 0.9114 -0.262 0.072 0.108 0.42
H 0.3264 -5.7886 -0.3356 -0.123 -0.132 0.151 0.27